Entry 1:
{
  "formula": "C24H30MnN8O4",
  "method": "ωB97M-V/def2-TZVPD",
  "species": ["H", "C", "C", "H", "H", "H", "Mn", "H", "C", "C", "N", "C", "C", "C", "H", "O", "H", "O", "H", "N", "H", "H", "C", "C", "H", "H", "C", "C", "N", "H", "C", "C", "C", "C", "O", "H", "C", "N", "H", "H", "H", "H", "H", "H", "C", "H", "N", "H", "H", "C", "C", "C", "C", "N", "O", "N", "H", "C", "H", "N", "H", "C", "H", "H", "H", "C", "H"],
  "positions_angstrom": [[-2.7968, -1.6054, 0.6228], [0.5566, -3.6274, -3.4355], [-0.2193, -1.9139, -1.1908], [1.2921, 2.6805, -3.9314], [1.6745, 2.6467, 1.9532], [3.9711, 2.6289, 1.1657], [-0.2477, 0.8388, 0.4844], [-0.2405, 4.6914, -4.0549], [-2.0358, -1.9624, -0.0465], [-0.2554, 4.0224, -3.2045], [-2.2124, 1.1723, 0.7983], [2.9698, -0.2657, 2.5101], [-1.0225, -5.2360, -2.5858], [-1.5058, 3.9454, 3.1701], [4.3206, 1.3025, 3.1102], [-3.1528, 0.6111, 0.1608], [0.7423, -1.6216, -1.5732], [1.3071, 0.2786, -0.7847], [-1.7923, 5.0922, -2.1316], [-0.3152, 2.3010, -1.0254], [-4.0022, 2.7411, 3.1160], [-0.6408, 4.5972, 3.0894], [-1.3594, 2.7684, 2.2588], [0.5850, 2.9244, -3.1516], [3.0017, 1.4928, 0.5112], [0.1002, -0.5556, 4.4486], [-0.4479, -3.9709, -2.5345], [-2.0522, -3.0722, -0.8233], [-0.8855, -3.0344, -1.5703], [-1.0580, -0.0142, 2.6607], [3.9544, 0.8485, 2.1850], [0.4118, -5.8159, -4.4254], [-0.5977, -6.1526, -3.5289], [-1.1171, 4.2482, -2.1418], [2.2299, 0.6288, -2.7960], [2.4502, -0.5553, 1.5894], [-1.1184, 3.3639, -1.0783], [-0.8763, -1.2459, -0.2765], [-1.7914, -5.5178, -1.8814], [-4.3767, 3.1043, 1.4252], [0.9484, -1.7745, 3.5208], [3.5388, -1.1442, 2.8268], [2.3969, -0.0911, 4.5739], [-1.0433, -7.1369, -3.5675], [1.4540, 0.9065, -1.8945], [-1.7965, 3.5000, -0.2469], [3.3128, 1.8933, 1.3890], [1.7218, 1.1663, 3.5588], [4.8216, 0.4206, 1.6702], [0.5266, 2.0970, -2.0448], [1.9549, 0.1014, 3.5915], [-3.9242, 2.3661, 2.0955], [-2.5080, 2.0608, 1.7335], [-0.2136, 2.3498, 1.8416], [0.8732, 3.1117, 2.2690], [1.2114, -7.5402, -6.1797], [0.9961, -2.6399, -3.4271], [0.6719, -0.7165, 3.5320], [-4.5168, 1.4572, 1.9974], [-0.2021, -0.4690, 2.3572], [1.7646, -4.2807, -5.0720], [0.9859, -4.5482, -4.3714], [-2.4122, 4.4987, 2.9305], [-0.4843, -1.3570, 1.9643], [-1.5858, 3.6156, 4.2087], [0.8574, -6.7727, -5.4014], [-2.7969, -3.8363, -0.9430]],
  "forces_ev_per_angstrom": [[0.00, 0.03, -0.02], [-0.02, 0.04, -0.03], [0.08, -0.01, 0.04], [0.00, 0.01, -0.01], [0.37, -0.26, -0.20], [0.01, 0.05, -0.01], [-0.34, -0.66, -0.27], [0.00, 0.00, 0.00], [0.02, -0.06, 0.02], [0.00, -0.02, 0.02], [0.06, 0.07, 0.35], [-0.07, -0.08, -0.08], [0.01, -0.01, 0.04], [-0.02, -0.01, 0.04], [0.00, -0.02, 0.01], [-0.01, 0.01, -0.06], [0.01, -0.04, 0.00], [0.43, 0.35, 0.64], [0.00, 0.00, -0.01], [-0.16, -0.27, -0.10], [0.00, 0.01, -0.01], [-0.03, 0.00, 0.01], [0.06, -0.04, 0.03], [0.01, 0.02, 0.01], [-0.04, -0.09, -0.19], [0.01, 0.00, -0.01], [0.01, -0.02, -0.03], [0.01, 0.01, -0.02], [0.01, -0.02, 0.04], [0.00, -0.07, 0.09], [0.15, -0.14, 0.11], [0.00, 0.01, 0.01], [0.01, -0.01, -0.02], [0.02, 0.00, -0.02], [-0.01, -0.07, -0.06], [0.01, 0.08, -0.04], [-0.09, -0.01, 0.00], [-0.19, 0.33, -0.32], [0.01, 0.00, 0.01], [0.00, -0.01, -0.01], [-0.02, 0.00, 0.03], [-0.05, -0.03, 0.01], [0.03, 0.10, 0.01], [0.00, 0.00, 0.00], [-0.11, 0.00, 0.13], [0.01, -0.04, 0.01], [-0.34, 0.13, 0.00], [-0.06, 0.01, -0.05], [0.00, 0.01, 0.00], [0.12, 0.01, 0.08], [-0.08, 0.03, -0.02], [0.00, 0.03, -0.01], [-0.06, -0.01, 0.01], [0.62, 0.51, -0.12], [-0.50, 0.11, 0.16], [0.00, 0.00, 0.00], [0.00, 0.00, 0.01], [0.09, -0.13, -0.02], [0.00, 0.00, 0.01], [0.08, 0.16, -0.20], [0.00, 0.00, 0.00], [0.01, -0.01, -0.01], [0.00, -0.01, 0.00], [-0.04, 0.01, -0.01], [0.01, -0.01, 0.00], [-0.01, 0.01, 0.01], [0.00, 0.00, -0.01]],
  "s_squared": 0.831,
  "homo_energy_ev": [-7.376, -7.280],
  "multiplicity": 2,
  "e_lumo_ev": [0.1, 0.1],
  "orbital_gap_ev": [7.4, 7.3]
}

---

Entry 2:
{
  "formula": "C24H30N2O3",
  "method": "ωB97M-V/def2-TZVPD",
  "species": ["C", "H", "C", "H", "H", "H", "H", "H", "O", "C", "H", "C", "H", "C", "H", "N", "H", "C", "C", "C", "C", "C", "C", "H", "H", "C", "H", "C", "H", "O", "H", "C", "H", "H", "H", "C", "H", "C", "H", "H", "H", "H", "H", "C", "H", "C", "H", "C", "N", "C", "C", "H", "C", "H", "O", "C", "C", "H", "H"],
  "positions_angstrom": [[2.4298, -0.4950, 0.1993], [-2.2146, 4.3836, 3.7375], [1.0984, 0.1478, 0.3141], [-1.3762, -1.7377, 5.5269], [-2.3525, 0.5381, -2.4252], [-1.1961, 1.3379, -0.2951], [-1.4614, 0.4633, 1.2062], [5.7110, 1.3691, -5.0005], [-0.7767, -2.6361, -0.6999], [5.2160, 0.4047, -5.1258], [-0.8361, 5.9261, 2.3466], [-1.3410, 0.3392, 0.1267], [-2.0565, -5.2049, 3.0979], [-0.2219, 3.9303, 1.8253], [-2.5124, -0.3443, 3.8219], [3.3590, -2.2800, -3.9779], [-3.3960, 0.6157, -0.2504], [-2.1552, -4.1398, 3.2703], [-3.6541, -1.1234, 1.5126], [0.0962, -1.8022, -0.6875], [-1.7731, -2.2021, 4.6318], [-2.4120, -1.4158, 3.6794], [6.2001, -0.6068, -5.7003], [-0.6171, 3.0419, 1.3303], [1.0748, 1.1227, 0.7924], [2.5524, -1.5587, -0.8216], [-3.5586, -0.0768, 1.8074], [-1.2710, 5.0336, 1.8943], [-2.0332, -1.2211, -2.2635], [3.3508, -0.1578, 0.9161], [-1.1541, -4.1844, 5.1735], [-0.0432, -0.4266, -0.0927], [4.3934, 0.5566, -5.8268], [3.5212, -1.8562, -1.1998], [-3.6855, -0.5900, -2.2779], [-2.6653, -0.1825, -0.4429], [5.7181, -1.5676, -5.8849], [1.4395, -2.1509, -1.2464], [-4.7151, -1.3964, 1.4933], [0.6498, 4.2634, 1.2621], [-3.1867, -3.8161, 1.4216], [-3.2223, 5.4481, 2.7589], [6.6037, -0.2523, -6.6484], [-3.1740, 3.4653, 2.1353], [1.4584, -2.9457, -1.9829], [-2.5025, 4.6302, 2.7141], [0.1135, 3.6413, 2.8231], [-2.6641, -0.3946, -1.9477], [-3.6823, 2.5502, 1.6682], [-2.8003, -3.3570, 2.3237], [-2.9414, -1.9865, 2.5263], [7.0370, -0.7717, -5.0192], [4.6485, -0.0217, -3.7668], [3.9644, 0.7348, -3.3792], [-3.1256, -1.3483, 0.2133], [3.9187, -1.2863, -3.8641], [-1.6438, -3.5685, 4.4298], [-1.5847, 5.3077, 0.8855], [5.4522, -0.1457, -3.0383]],
  "forces_ev_per_angstrom": [[0.09, 0.07, 0.15], [-0.02, -0.01, 0.01], [-0.31, -0.08, -0.09], [0.01, -0.06, -0.01], [0.14, -0.11, -0.07], [0.05, 0.02, 0.08], [-0.05, 0.06, -0.01], [-0.04, 0.02, 0.05], [-0.06, 0.13, -0.07], [0.09, -0.05, -0.09], [-0.06, 0.02, 0.03], [-0.07, -0.46, -0.13], [0.02, 0.02, 0.04], [0.00, 0.03, -0.02], [0.03, -0.03, 0.08], [-0.11, -0.20, -0.02], [0.12, 0.05, 0.05], [-0.04, -0.01, -0.07], [0.17, -0.35, 0.07], [0.11, -0.11, 0.00], [0.01, 0.07, 0.00], [-0.07, -0.12, -0.11], [-0.02, 0.02, -0.02], [-0.03, -0.01, 0.03], [0.12, -0.08, 0.11], [-0.36, -0.13, -0.13], [-0.16, 0.05, -0.06], [0.12, -0.07, -0.04], [0.04, 0.03, 0.00], [0.06, 0.09, -0.22], [0.02, 0.00, -0.03], [0.24, 0.25, 0.06], [-0.02, 0.02, 0.03], [0.09, 0.05, 0.24], [0.05, -0.11, 0.01], [-0.19, 0.21, 0.06], [0.00, -0.01, 0.03], [0.13, 0.09, -0.07], [-0.01, 0.15, 0.00], [0.01, 0.00, 0.01], [0.01, 0.09, -0.01], [-0.01, -0.01, 0.03], [0.01, 0.00, 0.01], [0.07, 0.15, 0.15], [-0.04, -0.04, 0.10], [0.05, 0.05, -0.10], [0.00, -0.01, 0.00], [-0.20, 0.10, 0.12], [-0.06, -0.17, -0.10], [0.04, -0.04, 0.10], [0.08, 0.11, 0.03], [0.00, -0.01, 0.00], [-0.03, 0.05, -0.06], [0.01, -0.01, 0.04], [-0.07, -0.01, -0.17], [0.14, 0.16, -0.07], [-0.06, 0.09, 0.00], [-0.03, 0.02, 0.01], [-0.01, 0.00, 0.02]],
  "homo_energy_ev": -8.880,
  "smiles": "C[C@H](CC1=CC(=O)C=CC1=O)OCc1ccccc1.CCCC#N.CCCC#N",
  "e_lumo_ev": -0.8,
  "orbital_gap_ev": 8.0
}

---

Entry 3:
{
  "formula": "C24H30N3",
  "method": "ωB97M-V/def2-TZVPD",
  "species": ["C", "C", "C", "H", "H", "H", "H", "H", "C", "H", "C", "C", "H", "C", "C", "H", "C", "H", "H", "C", "H", "H", "H", "H", "H", "H", "C", "C", "C", "C", "H", "C", "C", "C", "H", "C", "H", "C", "H", "N", "H", "H", "H", "H", "H", "C", "H", "N", "C", "C", "H", "H", "C", "C", "N", "H", "H"],
  "positions_angstrom": [[0.6969, 0.8856, -0.2106], [0.3821, -6.3159, 3.5525], [-0.7566, 5.3666, 4.4049], [-1.0091, 2.7011, -4.1825], [0.5362, -1.7745, 0.3363], [0.5983, -8.2037, 0.7096], [1.9393, -3.0362, 1.7878], [-1.2356, -0.6146, -5.9120], [0.1692, 1.7160, 0.8125], [1.5173, 0.8504, 2.2596], [0.6132, -7.3242, 1.3544], [0.7519, 1.9866, -6.7286], [-3.3256, 4.3116, 4.2295], [0.3302, -7.4446, 2.7225], [-0.9375, 0.2637, -6.5014], [-2.7625, 2.6693, 4.6807], [1.2661, 0.0759, -2.4370], [-0.6136, -0.0548, -7.4985], [-0.8638, 5.5500, 5.4812], [-0.1974, 2.0005, -2.3104], [-2.0346, 4.2540, 1.5709], [-1.3639, 6.1200, 3.8705], [0.1855, -6.4112, 4.6213], [-2.4821, 4.0568, 5.7785], [-0.5700, -2.7368, 1.1444], [1.6958, -0.6644, -4.4066], [0.2990, 0.9943, -4.4718], [0.2793, 2.3198, 3.1928], [-0.3696, 1.9638, -3.6845], [-0.8816, 2.6680, 0.6741], [0.2973, 5.4903, 4.1169], [0.7041, -5.0626, 3.0104], [1.3312, -3.5758, 1.0441], [1.1375, 0.0554, -3.8030], [0.0703, 2.8453, -6.8528], [0.5550, 1.0099, -1.6161], [-1.4183, 2.7635, -0.2610], [0.9478, -4.9296, 1.6337], [0.9159, 1.5386, -7.7157], [0.2527, -2.7275, 0.5529], [1.9259, -0.6273, -1.9400], [0.0905, -8.4245, 3.1455], [0.7196, 2.1902, 4.1853], [-1.8111, 0.9290, -6.6200], [0.7866, -4.1819, 3.6572], [-1.2890, 3.4676, 1.7304], [-0.6429, 2.8295, -1.7788], [0.1731, 0.9597, -5.8748], [-2.5225, 3.7414, 4.7292], [0.9315, -6.0707, 0.8156], [1.9400, -3.7745, 0.1543], [1.1854, -5.9675, -0.2446], [-0.7586, 3.2813, 3.0309], [0.7237, 1.5792, 2.1272], [-1.2253, 4.0171, 4.1366], [1.4108, 0.1244, 0.1279], [1.7120, 2.3464, -6.3315]],
  "forces_ev_per_angstrom": [[0.21, 1.06, -0.39], [0.10, 0.10, -0.38], [0.10, 0.12, -0.40], [0.36, -0.24, 0.23], [-0.08, -0.49, 0.31], [0.01, 0.24, 0.21], [0.08, -0.25, -0.10], [0.10, 0.24, -0.21], [-0.37, -0.02, 0.88], [-0.03, 0.07, 0.10], [0.05, 0.37, 0.21], [-0.15, 0.41, 0.41], [0.01, -0.17, 0.17], [0.08, 0.24, -0.10], [-0.24, -0.02, 0.31], [0.10, 0.35, 0.04], [-0.30, 0.03, 0.49], [-0.16, -0.08, 0.20], [0.16, 0.03, -0.25], [-0.27, 0.09, -0.27], [0.15, -0.48, 0.09], [0.21, -0.05, 0.11], [0.07, 0.01, -0.31], [-0.09, -0.17, -0.19], [0.16, 0.16, 0.01], [-0.23, 0.26, 0.20], [-0.01, -0.08, 0.40], [-0.38, 0.64, 0.35], [0.35, -0.04, 0.07], [-0.09, 0.17, 0.08], [-0.33, -0.07, 0.11], [-0.13, -0.31, -0.26], [0.68, -0.02, -0.10], [-0.26, 0.27, -0.68], [0.20, -0.03, -0.06], [0.28, -0.26, -0.55], [0.07, -0.01, 0.30], [-0.06, 0.11, -0.02], [0.07, 0.15, 0.21], [-0.90, -0.16, -0.14], [-0.08, -0.10, -0.10], [0.08, 0.38, -0.16], [-0.22, 0.05, -0.35], [0.06, -0.22, 0.00], [-0.10, -0.34, -0.21], [0.10, -0.21, 0.15], [0.08, -0.19, -0.18], [0.68, -0.60, -0.08], [-0.27, -0.12, -0.48], [-0.19, 0.00, 0.33], [0.30, -0.01, 0.33], [-0.17, -0.08, 0.37], [0.35, -0.09, -0.49], [-0.08, -0.31, -0.65], [0.53, -0.41, 0.66], [-0.27, 0.23, -0.14], [-0.31, -0.16, -0.11]],
  "homo_energy_ev": -10.946,
  "e_lumo_ev": -5.7,
  "orbital_gap_ev": 5.2,
  "charge": 1
}

---

Entry 4:
{
  "formula": "C24H30N4O4",
  "method": "ωB97M-V/def2-TZVPD",
  "species": ["H", "H", "C", "C", "C", "N", "H", "C", "N", "O", "H", "C", "H", "H", "H", "C", "N", "C", "H", "C", "C", "H", "H", "H", "C", "H", "C", "C", "C", "C", "H", "O", "H", "H", "H", "H", "N", "C", "C", "C", "H", "C", "H", "C", "H", "H", "H", "C", "O", "H", "C", "H", "C", "H", "H", "H", "H", "O", "C", "H", "H", "C"],
  "positions_angstrom": [[4.1080, -0.7488, -2.0815], [3.0057, -2.9208, -2.7722], [-1.5567, -3.5016, -0.0872], [-0.9070, 0.3096, 1.5176], [-0.3137, -2.9883, -0.2360], [1.5594, -4.3740, -1.2655], [-2.8867, -4.9873, -0.4337], [-2.3368, -1.5841, 0.9938], [-0.2355, 2.0134, 5.0020], [0.6605, 0.9884, -4.9607], [-5.2231, 0.2960, 2.9526], [0.3688, 3.3164, 4.8299], [1.5707, 1.0174, 5.1817], [1.5527, 2.0286, -6.3929], [0.6785, 3.5238, 3.7960], [0.7075, -3.7588, -0.7955], [-1.9910, 0.8426, 2.2384], [-0.6360, 0.3988, -3.1263], [-4.5810, 1.8628, 2.4606], [3.8474, -2.5140, -3.3274], [-1.1308, -0.9598, 0.8866], [1.2528, 3.3726, 5.4645], [-2.5529, 2.7898, 2.7267], [3.7053, -2.7405, -4.3814], [1.8344, 1.6438, -5.4080], [-1.4396, 0.8851, -3.6572], [0.6549, 0.9443, 4.5965], [-3.4003, -0.9722, 1.6914], [-0.8623, -0.2081, -1.9063], [0.1907, -0.8034, -1.2352], [0.9174, 0.9786, 3.5318], [-2.6020, -2.8080, 0.4414], [-1.8546, -0.1990, -1.4792], [-1.9440, 0.9169, 4.7582], [0.1819, -0.0134, 4.8128], [-4.1092, 1.1684, 4.0090], [-1.9012, -4.7963, -0.3615], [-0.0045, -1.5367, 0.0782], [-1.5704, 1.9053, 4.4742], [1.4464, -0.8167, -1.8250], [-2.1754, 2.6600, 4.9858], [-3.2074, 0.2379, 2.2893], [1.4216, 3.4832, -4.3597], [3.9745, -1.0055, -3.1392], [-0.3355, 4.0842, 5.1473], [-4.3537, -1.4691, 1.7293], [-0.8193, 2.4868, 2.5143], [1.6812, -0.2530, -3.0709], [0.1506, 0.9215, 1.4672], [2.6592, 0.9355, -5.5254], [-1.7451, 2.0881, 2.9361], [2.5460, 2.4100, -3.5198], [0.6166, 0.3972, -3.7278], [4.8463, -0.6378, -3.6902], [-1.2893, -5.3110, -0.9723], [3.0900, 3.3228, -4.9326], [0.9264, -1.4608, 0.6542], [2.8959, -0.2823, -3.7002], [2.2501, 2.7910, -4.4940], [4.7570, -2.9983, -2.9829], [2.2491, -1.3026, -1.2942], [-4.3428, 0.9315, 2.9744]],
  "forces_ev_per_angstrom": [[0.00, 0.04, -0.10], [0.00, -0.08, 0.02], [0.48, -0.39, 0.03], [-0.15, 0.08, 0.09], [-0.88, 0.69, 0.64], [0.20, -0.23, -0.09], [0.04, -0.03, -0.06], [0.54, 0.73, 0.25], [0.04, 0.01, 0.12], [-0.11, -0.39, 0.15], [-0.01, -0.02, 0.01], [-0.05, -0.11, 0.05], [0.06, -0.07, 0.04], [0.08, -0.05, 0.12], [0.02, 0.05, -0.05], [0.25, -0.45, -0.23], [0.10, -0.09, -0.22], [0.20, -0.02, -0.11], [-0.03, 0.07, 0.01], [-0.18, 0.40, 0.04], [-0.03, -0.68, -0.23], [0.06, 0.09, -0.02], [0.03, -0.06, -0.04], [0.02, -0.04, -0.10], [0.48, 0.42, -0.19], [-0.06, 0.08, -0.08], [0.06, 0.03, -0.02], [-0.08, -0.07, -0.01], [0.11, -0.02, 0.07], [0.09, 0.19, -0.02], [0.02, -0.02, 0.06], [0.13, -0.16, -0.13], [-0.10, 0.02, 0.05], [-0.12, 0.05, -0.01], [0.02, -0.11, 0.00], [0.00, 0.05, 0.09], [-0.24, 0.36, 0.12], [-0.11, 0.05, -0.10], [-0.05, 0.09, -0.11], [0.03, 0.05, 0.02], [-0.07, -0.06, -0.03], [-0.30, -0.57, -0.20], [-0.04, 0.10, 0.01], [0.37, -0.35, 0.07], [0.00, 0.10, 0.02], [-0.16, 0.02, 0.06], [-0.24, 0.02, 0.04], [-0.01, 0.09, -0.21], [0.17, -0.11, -0.23], [-0.19, 0.13, -0.06], [0.21, 0.44, 0.43], [0.07, 0.01, 0.10], [-0.09, -0.01, 0.10], [-0.09, -0.03, 0.17], [-0.01, -0.01, -0.02], [0.11, 0.07, -0.03], [-0.14, -0.03, -0.05], [-0.49, 0.19, -0.08], [-0.23, -0.35, -0.15], [0.10, -0.09, 0.05], [0.15, -0.05, 0.02], [0.07, 0.03, -0.02]],
  "homo_energy_ev": -7.742,
  "smiles": "CCOc1ccc([C@@H]2C(C#N)=C(N)Oc3cc(C)n(CCN(C)C)c(=O)c32)cc1OCC",
  "e_lumo_ev": 0.5,
  "orbital_gap_ev": 8.3
}